No. 1
Density functional theory data (ωB97M-V/def2-TZVPD) for a 2-piece molecular cluster, C20H38Cl4N2OPS overall in a non-equilibrium geometry.

Atoms and positions in Å:
H -2.6209 -1.3335 1.9296
C -4.9044 -2.2297 -5.1409
H -3.0311 -1.3656 -1.9996
C 1.1615 2.7946 1.1348
H 2.0047 -0.2729 0.6557
C -2.7271 -2.2063 -0.0570
H 1.4060 -1.6710 -0.8152
H 2.2324 0.1719 2.8676
C -1.1363 2.9054 0.2455
H 1.7143 -0.7184 -1.8120
C 2.6201 -0.7222 -2.4299
H -1.3992 0.5629 2.4875
H 0.0253 4.6118 0.6436
C -2.6150 1.4087 -0.5395
H 2.9737 0.3049 -2.5578
H -1.6298 -0.7427 -1.1965
H 2.3598 -1.1167 -3.4106
H -1.9120 2.6669 2.9094
H 1.1343 2.1662 3.1953
H -4.0423 0.0560 0.3070
C 3.0868 0.5732 2.3155
P -2.3903 1.5239 2.2773
C 0.4660 -2.5815 0.8989
H -0.4691 -0.6942 0.4794
H 3.9628 0.1154 2.7772
H 3.5269 -1.9612 0.5536
H -0.3304 -1.0682 2.1935
Cl -4.2004 -3.8260 -5.3644
C 3.0135 0.1071 0.8449
H 0.0476 -2.7469 -1.2399
H 5.4646 -1.4323 -1.0678
H -4.2238 0.4084 -1.3917
C -3.4882 0.2095 -0.6114
C 0.8922 -2.6012 -0.5669
C 3.1553 2.0855 2.5437
H -2.3189 -3.0920 -0.5470
Cl -5.5610 -1.6387 -6.6604
N -2.0406 1.9798 0.6100
Cl -6.1775 -2.3013 -3.9212
H 3.7862 2.5564 1.7857
H 0.9217 1.7729 0.8296
C 4.5089 -0.9161 -0.9778
C -2.0276 -1.9931 1.2892
H -2.0137 -2.9583 1.7985
H -3.7795 -2.4324 0.1362
H 1.8366 3.7595 2.9357
C -0.1491 3.6301 1.0800
H -0.5141 3.7797 2.0904
H 3.6201 2.2727 3.5111
H 0.0944 -3.5566 1.2147
H 4.8698 -0.9780 1.1424
H -2.2830 1.9398 -2.6176
H 1.6027 -3.4066 -0.7507
O 3.6210 -1.5451 -1.8815
C 1.7777 2.7475 2.5275
N -1.1859 2.9853 -1.0691
H 1.8886 3.1725 0.4171
C -2.6659 -1.0407 -1.0271
H 4.6760 0.1248 -1.2776
C 4.0166 -0.9904 0.4642
H -0.6137 3.5990 -1.6268
H 3.1286 0.9686 0.1815
H 1.3588 -2.3887 1.4973
C -2.0994 2.0867 -1.5690
Cl -3.6368 -1.1140 -4.5761
S -4.1932 1.0911 2.7146
C -0.5752 -1.4962 1.2170

The value obtained for the frontier orbital gap is 9.262 eV. As for the LUMO energy: -2.6210 eV. The net charge is +1.

Partial charges, Löwdin, in e: H 0.0592; C -2.0595; H 0.0509; C -0.1760; H 0.0716; C -0.1881; H 0.0012; H 0.1062; C -0.2785; H 0.0445; C -0.1219; H -0.0182; H 0.1332; C -0.2193; H 0.0901; H 0.0954; H 0.0996; H -0.0098; H 0.1116; H 0.0482; C -0.1842; P 0.4351; C -0.2286; H 0.0817; H 0.1074; H 0.1096; H 0.0828; Cl 0.5438; C -0.2008; H 0.0797; H 0.1252; H 0.1250; C -0.1191; C -0.0977; C -0.1983; H 0.1144; Cl 0.5486; N -0.0897; Cl 0.5270; H 0.1174; H 0.0984; C -0.2185; C -0.1939; H 0.1164; H 0.1214; H 0.1204; C -0.0910; H 0.0916; H 0.1142; H 0.1120; H 0.1141; H 0.1475; H 0.0918; O -0.1725; C -0.2071; N 0.1716; H 0.1233; C -0.1907; H 0.1176; C -0.1531; H 0.1885; H 0.1006; H 0.0940; C 0.0130; Cl 0.5065; S 0.3046; C -0.2408

No. 2
Density functional theory data (ωB97M-V/def2-TZVPD) for a 7-piece molecular cluster, C20H38FNO13S2 overall in a non-equilibrium geometry.

Atoms and positions in Å:
H 1.9105 0.2403 1.9846
H -1.5995 -1.1997 -2.0094
C -3.3275 -0.6297 3.6666
C -5.4965 -0.1527 1.0256
H 3.2675 1.4833 -3.8204
H 0.9835 -4.7317 -0.4134
O -4.4365 0.3933 0.4766
O 4.0805 2.3803 3.3246
H 2.2655 2.9203 0.5166
C 2.5215 3.4133 1.3956
O -5.3285 -0.1797 2.3636
O -0.9625 5.5153 -2.9274
H 4.3595 0.1953 -2.0954
H 2.8505 -1.6227 -0.7614
H -0.4195 -3.7687 0.2896
C -4.1215 0.2703 2.7396
C 2.6545 0.7973 -3.3114
H -4.2665 1.2563 3.1916
C 2.1035 0.9933 2.6386
H 3.9345 -0.5577 -4.6574
S 2.6885 -1.7787 -3.0524
C 0.4195 -2.9557 2.4576
O 3.9045 -2.5547 -3.0984
C -1.0465 4.3613 -2.4414
H -0.3915 1.8923 -4.2984
H 1.7905 -0.7217 -1.1314
O 4.2075 1.3743 1.0596
O -6.4225 -0.5637 0.3706
C -3.4285 0.6483 1.4426
F -0.5445 -0.2057 -0.1714
O 1.4265 -2.4107 -3.2604
C -1.2835 1.5163 -3.7894
C 1.2895 3.3833 2.2596
H 0.0705 -2.1897 1.7526
H 1.1445 -2.8997 -0.2014
H -3.0135 1.6893 1.3876
H 2.1785 -0.3447 -4.9914
O 0.3545 -5.2717 2.3326
H -0.8265 0.5433 -3.4514
C -0.5885 -4.8167 3.1726
S 3.4485 1.9963 2.1316
H -3.9825 -0.4367 4.6886
O -2.0745 3.5363 -2.9254
C 2.8775 -0.4897 -4.2124
H 1.6055 3.8063 3.1296
N -2.2775 -1.9597 -2.0294
C 1.0865 -4.1537 1.6996
H -1.8935 1.3263 -4.6874
H 3.1835 4.3153 1.5636
H -1.0455 2.1103 -0.4424
C 0.9425 1.8913 2.4696
C 2.7405 -0.9767 -1.4954
H -3.0565 -1.7277 -1.3634
O -0.5665 -3.4907 3.3676
H -2.6825 1.6603 -2.0854
H 3.1415 1.0523 -1.0434
H 1.6925 0.8403 -3.3224
H 0.4005 3.9743 2.0196
H -2.3995 -0.2557 3.8926
C 0.7545 -3.8517 0.2236
H 1.0965 -2.5307 3.1316
H 0.4615 1.7853 3.4446
O -1.1925 -5.6317 3.7596
C 3.2265 0.4443 -1.9304
C -1.8025 2.2603 -2.5544
H 0.1775 1.7003 -1.6084
H 0.3435 1.4473 1.6626
H -2.7415 -0.1257 1.1276
H -2.7405 -2.3597 -2.8614
H 2.1795 0.7183 3.6916
O -0.3535 3.7703 -1.4704
H -1.8595 -2.7837 -1.8124
H 2.1235 -4.1247 1.8026
C -0.6885 2.3363 -1.5184
H -3.0305 -1.7857 3.5906

The value obtained for the frontier orbital gap is 9.098 eV. As for the LUMO energy: -1.1883 eV. As for the relative energy (zero: lowest compared OMol25 entry of this formula, charge and spin): 0.000 eV. The net charge is 0.

Partial charges, Löwdin, in e: H 0.0607; H 0.0988; C -0.0135; C -0.5645; H 0.1103; H 0.0925; O 0.0533; O -0.2897; H 0.0616; C -0.1700; O 0.1178; O 0.0979; H 0.1546; H 0.0493; H 0.1125; C -0.4092; C -0.1588; H 0.1551; C -0.2408; H 0.1403; S 0.6274; C -0.0917; O -0.3121; C -0.4685; H 0.0843; H 0.0550; O -0.3298; O 0.1431; C -0.0852; F -0.5949; O -0.3410; C -0.0354; C -0.2140; H 0.1102; H 0.0687; H 0.1531; H 0.0884; O 0.0913; H 0.0715; C -0.6178; S 0.6604; H 0.1438; O 0.0700; C -0.2100; H 0.0722; N 0.3407; C -0.2411; H 0.0870; H 0.1444; H 0.1248; C -0.2252; C -0.2285; H 0.1728; O 0.0743; H 0.1759; H 0.0724; H 0.0162; H 0.1254; H 0.0243; C -0.0302; H 0.1071; H 0.1168; O 0.1783; C -0.1669; C -0.3750; H 0.0945; H 0.0963; H 0.1012; H 0.1714; H 0.1230; O 0.0729; H 0.0797; H 0.1270; C -0.0884; H 0.1319

No. 3
Density functional theory data (ωB97M-V/def2-TZVPD) for one molecule with the formula C20H38N4O2.

Atoms and positions in Å:
H -5.5094 0.8333 0.0699
H -3.6019 -1.8504 2.7835
H -2.8915 1.5311 -1.5693
H -1.4490 1.5163 2.4421
H 0.4565 1.5852 -0.8710
C 4.4430 0.7163 -0.5243
H 4.1476 -1.5142 1.3378
H 1.5782 -0.6806 -1.5460
H 2.7141 -2.8539 -1.6937
C -4.5644 0.3163 0.2508
H 4.7047 -3.3857 -0.4548
H -4.3079 -2.9750 0.5182
C 2.6519 -0.7411 -1.3605
H -2.7146 -2.9858 -1.2428
H -0.4251 1.3951 -3.1127
O -0.6149 -0.6204 -1.4605
C -4.1783 -0.4786 -1.0039
C -2.5195 -2.2395 -0.4605
N -2.8017 -0.9112 -0.9667
C 5.4225 -0.1059 0.3339
H 4.4856 1.7606 -0.2044
C -0.2104 2.8107 1.2168
H -2.7937 -3.4203 1.2836
H -1.4493 -2.2607 -0.2422
H -1.4897 2.7996 -2.8751
H 5.5489 0.3924 1.2957
O 2.9095 1.3585 1.5547
H -0.5191 3.5470 1.9614
N 1.1933 0.0133 0.9389
H -1.2722 0.9774 0.7740
C 0.3632 0.4449 2.0390
C 4.5091 -2.3233 -0.6210
H -3.8004 1.0720 0.4477
H 2.4517 -2.4026 -0.0070
H 4.7268 0.6667 -1.5778
H 5.0921 -2.0166 -1.4922
C -3.3203 -2.5992 0.7940
C -0.7397 1.4231 1.6163
N 3.0659 0.2817 -0.4264
C 4.9645 -1.5387 0.6136
C -1.7540 -0.1688 -1.4274
N -2.0459 1.0865 -1.8786
H 3.1537 -0.5290 -2.3100
H 1.0243 0.9151 2.7703
H -0.0933 -0.4438 2.4921
H 6.3922 -0.1202 -0.1684
H -4.3503 0.1195 -1.9047
H -2.5858 -0.8239 1.7766
H -4.9012 0.0734 2.3481
H 5.7991 -2.0619 1.0868
H -1.7960 3.1284 -0.1992
H 0.7084 -0.4116 0.1607
C -0.0392 2.4578 -1.2899
H 0.7301 3.0630 -1.7705
C 2.4151 0.5971 0.7363
C -1.0002 1.9610 -2.3746
H 0.8796 2.7973 1.2093
C 3.0168 -2.1576 -0.9087
C -0.7102 3.2536 -0.1615
H -0.5087 4.3187 -0.2902
H -4.8101 -1.3660 -1.0834
C -4.7111 -0.5701 1.4860
C -3.4862 -1.4388 1.7786
H -5.5831 -1.2176 1.3635

The value obtained for the frontier orbital gap is 9.103 eV. As for the LUMO energy: 0.6985 eV. As for the relative energy (zero: lowest compared OMol25 entry of this formula, charge and spin): 0.029 eV. The net charge is 0.

Partial charges, Löwdin, in e: H 0.1118; H 0.1102; H 0.1106; H 0.1103; H 0.0791; C -0.1557; H 0.1097; H 0.0869; H 0.1102; C -0.1743; H 0.1045; H 0.1040; C -0.1597; H 0.1289; H 0.1213; O 0.0161; C -0.1504; C -0.1449; N -0.0493; C -0.1723; H 0.1188; C -0.1843; H 0.1109; H 0.1181; H 0.1220; H 0.1040; O 0.0418; H 0.1082; N 0.0868; H 0.0762; C -0.1797; C -0.1975; H 0.0989; H 0.1078; H 0.1156; H 0.1128; C -0.1737; C -0.1766; N -0.0531; C -0.1981; C -0.5241; N 0.0782; H 0.1245; H 0.1214; H 0.1108; H 0.1062; H 0.1205; H 0.0943; H 0.1090; H 0.1058; H 0.0978; H 0.0881; C -0.1707; H 0.1175; C -0.5480; C -0.1726; H 0.1021; C -0.1776; C -0.1950; H 0.1064; H 0.1291; C -0.2016; C -0.1894; H 0.1116

No. 4
Density functional theory data (ωB97M-V/def2-TZVPD) for one molecule with the formula C20H38N4O3S in a non-equilibrium geometry.

Atoms and positions in Å:
C 4.3294 -2.2913 -0.9892
H -2.0600 6.0677 -1.0834
C -0.3045 -4.0784 0.3531
H -2.9347 -0.3867 2.6811
H 0.2103 -4.7341 1.0621
C 0.4177 -4.0761 -1.0050
H 3.9897 -4.8994 -2.0541
H 2.5211 -5.8310 -1.7772
H -1.8556 7.1212 1.2559
H 3.3905 -0.8274 -2.2757
H 0.2598 1.7789 1.2891
C -2.3088 1.5911 2.0920
H 3.5432 -2.6852 0.9629
H -2.2689 4.3719 2.5127
N -2.8697 4.3965 -0.1865
C -3.5748 4.9988 0.9209
N 1.6900 -3.3912 -0.8916
H -0.3321 4.5022 0.8934
C -1.2435 -0.5529 1.3452
H -3.2853 0.0241 1.0000
H -4.3654 4.3026 1.1992
H 3.8973 -6.0101 -0.6941
H -4.0340 5.9262 0.5594
H 4.7540 -3.8599 0.4381
C -0.6912 0.2088 0.1353
O -2.5834 -2.4992 0.8204
C 3.9043 -3.2608 0.1074
H 0.0824 6.0483 0.1314
H 1.0738 -1.8019 -2.0163
C 1.9803 -2.4188 -1.9308
H -0.5084 -0.5139 2.1595
C -0.7398 5.4372 0.5077
H -1.3350 -4.4175 0.2376
H 2.1697 -2.1936 -4.0682
N -1.7130 2.3005 0.9747
H 4.7745 -2.8340 -1.8231
H -1.6352 1.7057 2.9501
C -0.4937 1.6807 0.4981
S -2.7993 2.7485 -0.2449
C 3.3317 -5.2963 -1.2888
O -2.2297 2.4139 -1.5139
O -4.1061 2.2761 0.0855
H 5.0885 -1.6071 -0.6040
C 2.2532 -2.9899 -3.3320
C -1.7098 5.1311 -0.6344
H 1.5214 -3.7567 -3.5744
H -1.4046 0.1544 -0.6890
H -3.2170 5.8236 2.8776
H -0.8022 6.3682 2.4586
H -1.2411 4.5255 -1.4098
N -0.3420 -2.7396 0.8909
H -0.2066 -3.5355 -1.7189
H 3.2449 -3.4216 -3.4120
C 3.1158 -1.5001 -1.4620
H 0.5515 -2.2700 0.8765
H 2.3751 -4.6987 0.5175
H -0.1684 2.2397 -0.3789
H -3.2572 2.0788 2.3141
C -2.5430 0.1126 1.7940
C -1.4829 -2.0186 0.9802
H 2.7535 -0.8903 -0.6302
H 0.5131 -5.1123 -1.3571
C -2.6516 5.3063 2.1009
H 0.2600 -0.2126 -0.1972
C 2.7826 -4.1928 -0.3676
C -1.4805 6.1646 1.6277

The value obtained for the frontier orbital gap is 9.047 eV. As for the LUMO energy: 0.6003 eV. As for the relative energy (zero: lowest compared OMol25 entry of this formula, charge and spin): 0.130 eV. The net charge is 0.

Partial charges, Löwdin, in e: C -0.1902; H 0.1304; C -0.1499; H 0.1290; H 0.1123; C -0.1614; H 0.0592; H 0.0695; H 0.1129; H 0.1153; H 0.1324; C -0.2038; H 0.1135; H 0.0956; N -0.2377; C -0.1922; N -0.1305; H 0.0962; C -0.2318; H 0.1192; H 0.1114; H 0.0802; H 0.1304; H 0.1142; C -0.1200; O 0.0774; C -0.1505; H 0.1127; H 0.1322; C -0.3608; H 0.1521; C -0.1773; H 0.1202; H 0.0804; N -0.2186; H 0.0998; H 0.1306; C -0.2046; S 0.6468; C -0.0383; O -0.2643; O -0.2571; H 0.1113; C -0.0362; C -0.1930; H 0.0771; H 0.1271; H 0.1133; H 0.1092; H 0.1108; N 0.0698; H 0.1283; H 0.0597; C -0.1533; H 0.1259; H 0.1343; H 0.1133; H 0.1127; C -0.1277; C -0.4661; H 0.1045; H 0.1147; C -0.1758; H 0.1023; C -0.3491; C -0.1978